C25H21ClO2 in the gas phase at a distorted geometry, computed with ωB97M-V with the def2-TZVPD basis set.

As for the calculated total energy: -42870.6251 eV. Its multiplicity is 1. Its LUMO energy is -0.042 hartree. As for the SMILES: Cc1cccc(Cc2cccc3c2C(=O)c2ccc(CCCCl)cc2C3=O)c1. The value obtained for the HOMO energy is -8.44 eV. The gap between HOMO and LUMO comes out at 7.289 eV. The relative energy (zero: lowest compared OMol25 entry of this formula, charge and spin) is 1332.0 kJ/mol.

Geometry (Å):
Cl 4.518 -3.034 -1.263
O -1.929 2.212 1.588
O -2.381 -2.555 3.237
C -0.592 2.842 -1.245
C 2.287 0.241 1.910
C -2.926 -1.386 1.055
C -1.589 1.079 -3.057
C 1.002 1.010 1.507
C -3.938 -2.333 0.371
C -1.988 -1.803 2.303
C 0.784 -1.953 2.650
C 2.156 3.374 -1.404
C -0.216 0.924 -3.747
C 0.818 2.648 -1.925
C -0.496 -1.188 2.236
C -1.722 1.015 1.273
C 3.942 -2.806 1.525
C -2.775 0.079 0.492
C -4.604 -0.376 -1.455
C -0.348 0.276 1.676
C -3.602 0.575 -0.750
C 3.539 -1.957 2.831
C 4.077 -1.942 0.184
C -4.761 -1.829 -0.867
C 2.144 -1.207 2.467
C -1.785 2.045 -1.831
C 0.999 1.715 -3.177
C -3.293 2.093 -1.231
H 3.069 3.057 -2.040
H 2.374 2.998 -0.339
H 2.044 1.603 -3.648
H 4.924 -3.360 1.699
H 3.295 0.770 1.754
H 3.072 -1.458 -0.110
H -3.327 2.844 -0.375
H -5.193 -0.044 -2.380
H 2.095 4.515 -1.424
H 4.346 -1.186 3.129
H 3.097 -3.579 1.367
H -0.062 0.244 -4.657
H -4.062 2.424 -2.008
H -5.498 -2.515 -1.423
H 0.668 -3.007 3.059
H 0.990 2.060 1.067
H -0.723 3.524 -0.326
H 3.280 -2.632 3.733
H 4.838 -1.094 0.234
H -4.063 -3.402 0.776
H -2.484 0.480 -3.443